(i)
DFT (the ωB97M-V functional and the def2-TZVPD basis) results for 2 unconnected molecules or ions with the total composition C2H8NOP.

XYZ file:
```
13
Properties=species:S:1:pos:R:3
C -1.14 0.69 -0.78
C -0.06 -0.47 -0.66
N 1.26 -0.02 -0.20
O 2.81 0.25 1.98
P 1.67 -0.53 1.40
H -2.15 0.25 -1.04
H -1.18 1.14 0.15
H -0.76 1.32 -1.50
H -0.20 -1.26 0.12
H 0.26 -1.09 -1.48
H 1.18 1.60 -0.04
H 0.58 -0.53 2.21
H 1.81 -1.91 1.33
```

Properties
Gap between HOMO and LUMO ... 9.606 eV
E_HOMO ... -10.003 eV

---

(ii)
DFT (the ωB97M-V functional and the def2-TZVPD basis) results for 2 unconnected molecules or ions with the total composition C2H8NOP.

XYZ file:
```
13
Properties=species:S:1:pos:R:3
C 1.82 1.36 -0.10
C -1.65 -1.31 -0.65
N 1.65 0.25 0.83
O -1.85 1.06 0.64
P -1.03 -0.17 0.72
H 2.75 1.43 -0.60
H 1.03 1.23 -1.01
H 1.67 2.44 0.34
H -1.05 -2.23 -0.59
H -2.68 -1.58 -0.28
H -1.34 -0.88 -1.56
H 1.88 -0.56 0.37
H -1.20 -1.03 1.89
```

Properties
Gap between HOMO and LUMO (alpha / beta) ... 8.792 / 7.958 eV
E_HOMO (alpha / beta) ... -9.681 / -8.472 eV

---

It comes down to (i), which is 6.3 kcal/mol more stable than the next structure.

---

(i)
DFT (the ωB97M-V functional and the def2-TZVPD basis) results for a single CH4N2OS molecule.

XYZ file:
```
9
Properties=species:S:1:pos:R:3
C 0.21 0.73 -0.22
H -2.33 0.51 1.42
H -0.28 -1.17 -0.76
H -0.17 1.78 -0.32
H 2.66 -0.81 0.42
N -0.77 -0.24 -0.79
N 1.51 0.46 0.10
O 1.57 -0.98 0.08
S -2.41 -0.28 0.07
```

Properties
Gap between HOMO and LUMO ... 9.150 eV
E_HOMO ... -8.991 eV

---

(ii)
DFT (the ωB97M-V functional and the def2-TZVPD basis) results for a single CH4N2OS molecule.

XYZ file:
```
9
Properties=species:S:1:pos:R:3
C -0.22 0.51 -0.09
H 2.09 -1.34 0.75
H 1.39 1.51 0.31
H -0.97 1.43 -0.18
H -2.61 -1.31 0.22
N 1.16 0.73 -0.25
N -0.88 -0.59 -0.09
O -2.29 -0.39 -0.37
S 2.32 -0.55 -0.29
```

Properties
Gap between HOMO and LUMO ... 9.956 eV
E_HOMO ... -9.204 eV

---

(iii)
DFT (the ωB97M-V functional and the def2-TZVPD basis) results for 2 unconnected molecules or ions with the total composition CH4N2OS.

XYZ file:
```
9
Properties=species:S:1:pos:R:3
C 0.29 0.34 0.15
N -1.39 -1.60 0.10
N -0.28 1.51 0.08
O 2.81 0.46 -0.13
S 1.67 -0.49 -0.10
H -0.86 -2.16 0.77
H -1.09 -1.91 -0.82
H -0.03 2.18 -0.64
H -1.12 1.69 0.60
```

Properties
Gap between HOMO and LUMO (alpha / beta) ... 7.888 / 7.924 eV
E_HOMO (alpha / beta) ... -8.363 / -8.817 eV

---

(iv)
DFT (the ωB97M-V functional and the def2-TZVPD basis) results for a single CH4N2OS molecule.

XYZ file:
```
9
Properties=species:S:1:pos:R:3
C 1.81 1.40 0.34
N 0.55 1.30 0.14
N -1.46 -1.94 -0.17
O -1.54 -0.72 0.47
S -0.90 0.99 -0.10
H 2.35 0.76 0.93
H 2.22 2.32 -0.07
H -2.34 -2.13 -0.64
H -0.68 -1.97 -0.89
```

Properties
Gap between HOMO and LUMO ... 8.528 eV
E_HOMO ... -8.180 eV

---

It comes down to (ii), which is 25.4 kcal/mol more stable than the next structure.

---

(i)
DFT (the ωB97M-V functional and the def2-TZVPD basis) results for a molecular structure, C2H6N6.

XYZ file:
```
14
Properties=species:S:1:pos:R:3
C 0.95 -0.42 0.03
C -1.18 -0.11 0.14
H 2.36 -0.07 1.09
H 2.55 -0.94 -0.45
H -3.06 0.01 -0.06
H -2.37 1.73 0.44
H 0.13 2.40 -0.71
H 1.53 1.66 -0.60
N 2.21 -0.14 -0.03
N 0.33 -1.57 -0.07
N -1.11 -1.41 -0.04
N -2.21 0.57 -0.08
N 0.11 0.53 0.08
N 0.70 1.80 0.04
```

Properties
Gap between HOMO and LUMO ... 8.218 eV
E_HOMO ... -7.756 eV

---

(ii)
DFT (the ωB97M-V functional and the def2-TZVPD basis) results for a single C2H6N6 molecule.

XYZ file:
```
14
Properties=species:S:1:pos:R:3
C 0.12 -0.38 -0.19
C 1.44 0.06 -0.20
H 0.39 -3.26 -0.21
H -0.25 -3.00 -1.72
H 2.41 -0.46 -0.43
H 0.15 2.78 0.35
H -1.73 0.14 1.72
H -2.44 0.12 -0.07
N 0.19 -2.52 -0.91
N -0.59 -1.50 -0.35
N 1.47 1.32 0.27
N 0.26 1.79 0.55
N -0.62 0.84 0.12
N -1.83 0.87 0.71
```

Properties
Gap between HOMO and LUMO ... 8.436 eV
E_HOMO ... -8.017 eV

---

It comes down to (i), which is 18.6 kcal/mol more stable than the next structure.

---

(i)
DFT (the ωB97M-V functional and the def2-TZVPD basis) results for a single C2H6N6 molecule.

XYZ file:
```
14
Properties=species:S:1:pos:R:3
C -0.28 2.26 -0.63
C 0.16 0.06 -0.09
H 0.25 2.56 0.31
H 0.46 2.42 -1.39
H -1.18 2.93 -0.70
H 1.40 -2.71 0.49
H -1.58 -1.49 1.19
H -1.89 -1.51 -0.40
N -0.74 0.84 -0.53
N 1.48 0.33 0.25
N 2.00 -0.77 0.67
N 1.11 -1.74 0.69
N 0.03 -1.31 -0.09
N -1.23 -1.85 0.25
```

Properties
Gap between HOMO and LUMO ... 8.851 eV
E_HOMO ... -8.777 eV

---

(ii)
DFT (the ωB97M-V functional and the def2-TZVPD basis) results for a molecular structure, C2H6N6.

XYZ file:
```
14
Properties=species:S:1:pos:R:3
C 0.34 -1.41 1.66
C 0.80 -0.74 0.51
N -1.00 -1.24 1.64
N -1.35 -0.56 0.66
N -0.30 -0.19 -0.02
N 2.02 -0.58 -0.03
N -1.57 1.79 -1.34
N -0.36 1.05 -1.39
H 0.95 -1.84 2.52
H 2.74 -0.88 0.64
H 2.17 0.29 -0.54
H -2.44 1.31 -1.35
H -1.49 2.61 -0.86
H -0.50 0.40 -2.10
```

Properties
Gap between HOMO and LUMO ... 8.287 eV
E_HOMO ... -7.986 eV

---

It comes down to (i), which is 13.7 kcal/mol more stable than the next structure.

---

(i)
DFT (the ωB97M-V functional and the def2-TZVPD basis) results for 2 unconnected molecules or ions with the total composition C5H10O2.

XYZ file:
```
17
Properties=species:S:1:pos:R:3
C -1.49 0.97 1.48
O -0.36 0.50 0.74
C -0.67 0.05 -0.52
C 0.50 2.28 -0.12
C 0.12 -0.80 -1.17
C 1.31 -1.50 -0.58
O 1.23 -2.90 -0.83
H -2.27 0.19 1.55
H -1.88 1.87 1.00
H -1.14 1.20 2.49
H -1.52 0.56 -0.97
H 1.31 1.73 -0.66
H 0.96 2.47 0.87
H -0.09 -0.97 -2.22
H 2.24 -1.17 -1.05
H 1.38 -1.28 0.49
H 0.38 -3.19 -0.49
```

Properties
Gap between HOMO and LUMO ... 9.285 eV
E_HOMO ... -8.918 eV

---

(ii)
DFT (the ωB97M-V functional and the def2-TZVPD basis) results for a single C5H10O2 molecule.

XYZ file:
```
17
Properties=species:S:1:pos:R:3
O -1.90 -0.01 -0.21
C -1.52 0.33 -1.71
C -0.23 0.51 -0.08
C 0.03 -0.09 1.34
C 1.48 -0.59 1.29
O 1.76 -0.82 -0.07
C 1.09 0.18 -0.81
H -1.94 -0.97 -0.12
H -1.77 -0.59 -2.26
H -2.27 1.08 -1.98
H -0.44 1.57 -0.05
H -0.14 0.67 2.11
H -0.65 -0.92 1.57
H 1.62 -1.54 1.82
H 2.18 0.15 1.72
H 0.98 -0.15 -1.83
H 1.67 1.13 -0.79
```

Properties
Gap between HOMO and LUMO ... 7.633 eV
E_HOMO ... -6.906 eV

---

It comes down to (i), which is 10.8 kcal/mol more stable than the next structure.

---

(i)
DFT (the ωB97M-V functional and the def2-TZVPD basis) results for a single C3H6N4O molecule.

XYZ file:
```
14
Properties=species:S:1:pos:R:3
C 0.95 -0.50 0.17
C -1.26 0.52 -0.57
C -0.15 1.46 1.23
H 1.29 -2.42 -0.63
H -0.23 -1.51 -1.17
H 2.92 -0.57 0.75
H -1.75 1.45 -0.34
H -2.29 -0.32 -1.93
H 0.56 1.20 2.20
N 0.51 -1.71 -0.33
N 2.00 0.01 0.55
N -0.26 0.34 0.45
N -1.45 -0.43 -1.38
O -0.84 2.48 1.00
```

Properties
Gap between HOMO and LUMO ... 10.496 eV
E_HOMO ... -9.610 eV

---

(ii)
DFT (the ωB97M-V functional and the def2-TZVPD basis) results for a single C3H6N4O molecule.

XYZ file:
```
14
Properties=species:S:1:pos:R:3
C 1.95 0.08 -0.09
C -0.23 -0.84 0.21
C -2.37 0.43 -0.24
H 3.43 1.40 0.33
H 1.75 2.03 -0.29
H 3.58 -1.09 0.01
H 0.00 -1.83 0.48
H -2.11 -1.63 0.52
H -1.56 1.12 -0.78
N 2.35 1.36 0.40
N 2.63 -1.00 -0.32
N 0.54 0.05 -0.29
N -1.60 -0.68 0.29
O -3.58 0.49 -0.03
```

Properties
Gap between HOMO and LUMO ... 9.750 eV
E_HOMO ... -9.361 eV

---

(iii)
DFT (the ωB97M-V functional and the def2-TZVPD basis) results for a molecular structure, C3H6N4O.

XYZ file:
```
14
Properties=species:S:1:pos:R:3
C 0.15 -0.36 -1.13
C -0.59 1.59 0.32
C 0.12 -0.49 1.44
H 1.07 -2.05 -2.20
H 1.09 -2.08 -0.58
H -0.35 0.06 -3.02
H -0.16 2.38 -0.75
H -0.95 3.17 1.03
H -0.57 -0.01 2.42
N 0.92 -1.50 -1.33
N -0.52 0.19 -1.99
N -0.28 0.05 0.23
N -1.05 2.07 1.36
O 1.04 -1.45 1.43
```

Properties
Gap between HOMO and LUMO ... 9.979 eV
E_HOMO ... -9.402 eV

---

(iv)
DFT (the ωB97M-V functional and the def2-TZVPD basis) results for a single C3H6N4O molecule.

XYZ file:
```
14
Properties=species:S:1:pos:R:3
C -2.41 0.52 -1.38
C -0.97 0.01 -1.03
C 0.62 -0.25 0.44
H -2.48 0.21 -2.46
H -3.15 0.06 -0.63
H -2.32 1.69 -1.30
H 1.22 -1.83 -0.49
H 1.39 1.83 2.19
H 2.17 0.38 3.06
N -0.31 -0.91 -1.54
N 0.92 -0.78 -0.80
N 1.40 -0.27 1.43
N 1.34 0.62 2.43
O -0.47 0.67 0.11
```

Properties
Gap between HOMO and LUMO ... 8.948 eV
E_HOMO ... -8.123 eV

---

It comes down to (ii), which is 2.0 kcal/mol more stable than the next structure.

---

(i)
DFT (the ωB97M-V functional and the def2-TZVPD basis) results for a single C3H6N4O molecule.

XYZ file:
```
14
Properties=species:S:1:pos:R:3
C 1.09 -0.56 0.01
C 0.47 0.81 -0.02
C -2.07 0.29 0.01
H 0.73 -2.49 0.24
H -0.68 -1.61 0.05
H 2.70 -1.52 0.00
H 2.13 1.63 -0.28
H -1.07 1.92 0.48
H -2.95 0.91 0.33
N 0.29 -1.58 0.36
N 2.36 -0.58 -0.19
N 1.15 1.86 -0.10
N -0.92 0.97 0.26
O -2.24 -0.85 -0.39
```

Properties
Gap between HOMO and LUMO ... 9.917 eV
E_HOMO ... -9.555 eV

---

(ii)
DFT (the ωB97M-V functional and the def2-TZVPD basis) results for 3 unconnected molecules or ions with the total composition C3H6N4O.

XYZ file:
```
14
Properties=species:S:1:pos:R:3
C 0.61 1.52 1.26
C -0.44 -0.76 0.75
C -0.51 -1.45 -1.47
H 1.95 2.19 -0.01
H 0.11 2.82 1.93
H -1.09 0.47 2.44
H 0.83 0.12 -0.54
H -1.25 -2.15 -0.98
H 0.02 -0.66 -3.15
N 1.44 1.38 0.23
N 0.10 0.16 1.67
N 0.36 -0.85 -0.46
N -0.62 -1.53 -2.84
O -1.51 -1.27 1.18
```

Properties
Gap between HOMO and LUMO ... 9.270 eV
E_HOMO ... -9.816 eV

---

(iii)
DFT (the ωB97M-V functional and the def2-TZVPD basis) results for a single C3H6N4O molecule.

XYZ file:
```
14
Properties=species:S:1:pos:R:3
C -2.54 0.73 0.11
C -0.53 0.11 0.08
C 1.42 -1.29 -0.04
N -1.26 1.20 0.08
N -2.67 -0.58 0.15
N 1.63 1.13 -0.15
N 0.82 0.04 0.22
O -1.37 -1.05 0.07
H -3.40 1.37 0.06
H 1.58 -1.72 1.03
H 0.86 -1.97 -0.65
H 2.54 -1.27 -0.36
H 1.51 1.38 -1.14
H 1.42 1.90 0.53
```

Properties
Gap between HOMO and LUMO ... 9.803 eV
E_HOMO ... -9.037 eV

---

(iv)
DFT (the ωB97M-V functional and the def2-TZVPD basis) results for a single C3H6N4O molecule.

XYZ file:
```
14
Properties=species:S:1:pos:R:3
C -0.92 0.84 -0.45
C 0.51 1.22 -0.19
C 2.15 -0.90 -0.05
H -2.72 -1.58 0.52
H -3.35 0.09 0.55
H -1.42 1.91 -0.51
H 2.29 1.04 0.30
H 3.22 -0.73 0.63
H 0.49 -1.72 -0.35
N -2.71 -0.74 -0.03
N -1.34 -0.36 -0.14
N 1.63 0.39 -0.29
N 1.56 -1.98 -0.12
O 0.63 2.51 0.13
```

Properties
Gap between HOMO and LUMO ... 9.636 eV
E_HOMO ... -9.980 eV

---

It comes down to (i), which is 62.5 kcal/mol more stable than the next structure.